Record 1
# C11H27BN4O6S

A cluster of 3 separate species, C11H27BN4O6S in total (ωB97M-V/def2-TZVPD, the OMol25 dataset).

E	-1528.76863	Eh
orbital gap	7.813	eV
HOMO	-8.9	eV
SMILES string	O=C(O)N(CB(O)O)N=C=S.COC[C@@H](C)N.COC[C@@H](C)N

Positions of all 50 atoms, in Å:
S (3.7314, 3.5772, -4.3660)
O (5.7146, 0.1200, -4.8453)
O (4.1154, 0.0668, -3.2326)
O (-3.6557, 1.1050, 3.6900)
O (-0.1500, 0.7002, -4.9593)
O (1.0489, 0.0951, -2.8890)
O (-1.1659, -1.4095, 0.3148)
N (2.9442, 1.2926, -6.0270)
N (3.2992, 0.0396, -5.5116)
N (-1.2624, 1.3215, 2.1182)
N (1.1286, -2.8848, -0.5837)
C (-3.4861, 1.3447, 5.0776)
C (2.1187, -0.7870, -5.1200)
C (-3.4500, 2.2469, 2.8640)
C (-1.2084, 3.1819, 3.6918)
C (0.6347, -3.7018, 1.6590)
C (0.0743, -1.2847, 1.0059)
C (1.0258, -2.4845, 0.8253)
C (4.3329, 0.0936, -4.4757)
C (-1.9710, 2.5370, 2.5376)
C (-2.1440, -2.1779, 0.9968)
C (3.4704, 2.2874, -5.3901)
B (0.9411, 0.0257, -4.3333)
H (-1.7861, 3.9964, 4.1377)
H (0.3911, -3.4129, 2.6853)
H (-0.2195, -4.2388, 1.2424)
H (-3.8147, 2.3473, 5.3657)
H (-2.0495, -3.2319, 0.7288)
H (1.5583, 0.8929, -2.6308)
H (-1.9538, 3.2472, 1.7036)
H (-2.4440, 1.1882, 5.3624)
H (-1.7200, 0.9472, 1.2880)
H (6.1630, -0.2819, -4.0704)
H (1.6388, -1.1873, -6.0933)
H (0.5600, -0.4036, 0.5758)
H (-2.0839, -2.0525, 2.0819)
H (2.4440, -1.7046, -4.5056)
H (-4.0889, 0.6139, 5.6211)
H (1.4651, -4.4132, 1.7031)
H (2.0185, -2.1680, 1.1635)
H (-0.0333, 0.7265, -5.9333)
H (-1.4356, 0.6106, 2.8292)
H (-3.9499, 3.1270, 3.2867)
H (-0.9577, 2.4689, 4.4794)
H (-3.1284, -1.8410, 0.6641)
H (0.1781, -3.0076, -0.9330)
H (1.4820, -2.0944, -1.1214)
H (-0.2641, 3.6028, 3.3333)
H (-0.0930, -1.0587, 2.0652)
H (-3.9632, 2.0223, 1.9233)

These are the Löwdin partial charges, in e, on atoms 1 to 2: 0.702 0.063

Record 2
# C11H27BN6O3SbSe4Tc

A structure of composition C11H27BN6O3SbSe4Tc (ωB97M-V/def2-TZVPD, the OMol25 dataset).

total charge	+2
E	-10940.48150	Eh
energy above the lowest of the compared OMol25 structures with the same formula, charge and spin	20.9	kcal/mol
orbital gap (alpha / beta)	4.958 / 4.952	eV
HOMO (alpha / beta)	-14.4 / -14.4	eV

Positions of all 54 atoms, in Å:
Sb (5.0531, -1.2520, -2.4468)
Tc (0.3784, -0.2074, -0.0466)
Se (6.6136, -1.8658, -0.7649)
Se (4.2508, -0.4842, -4.5330)
Se (2.9789, -2.8297, -1.2910)
Se (1.3527, -1.5207, -1.9308)
O (4.5005, 1.2765, -0.1696)
O (3.3840, -0.0370, -1.4964)
O (2.3452, 1.1398, -0.0063)
N (-1.7407, -0.4127, -1.4287)
N (-0.8537, -1.8433, 0.8078)
N (0.1538, 1.7281, -1.1629)
N (3.4664, 0.8021, -0.5310)
N (1.5893, -1.0436, 1.1863)
N (-0.3606, 1.1412, 1.5364)
C (-2.6526, -1.3754, -0.7892)
C (-2.5336, 0.7179, -1.9526)
C (-0.4689, 2.7597, -0.3074)
C (-0.0430, 2.5297, 1.1313)
C (-1.8542, -2.4446, -0.0916)
C (-1.3082, -1.5820, 2.2001)
C (2.3235, -1.4289, 2.0118)
C (-1.8063, 0.9526, 1.7658)
C (-0.2532, 1.7612, -2.5789)
C (-1.7527, 1.6994, -2.8256)
C (-2.1700, -0.3496, 2.4779)
B (3.2194, -1.9712, 3.0947)
H (-1.5521, 2.7015, -0.3965)
H (-0.5357, 3.2559, 1.7823)
H (0.1219, 2.6701, -3.0564)
H (2.5076, -2.6879, 3.7561)
H (-3.2222, -0.5530, 2.2745)
H (-1.8842, 1.4510, -3.8788)
H (-3.2766, -0.8366, -0.0752)
H (-0.1458, -2.5637, 0.9319)
H (-0.1673, 3.7640, -0.6152)
H (-2.0944, -0.1930, 3.5552)
H (3.5129, -1.0447, 3.8032)
H (-1.8611, -2.4524, 2.5612)
H (1.0347, 2.6626, 1.2190)
H (-1.3143, -3.0325, -0.8380)
H (-3.3152, -1.8380, -1.5256)
H (-3.3676, 0.3343, -2.5474)
H (-0.3993, -1.5109, 2.7977)
H (0.2405, 0.9170, -3.0656)
H (-2.1976, 2.6853, -2.6903)
H (-2.3005, 1.0005, 0.7972)
H (-2.2023, 1.7774, 2.3658)
H (-1.3312, -0.8718, -2.2407)
H (0.1276, 0.9733, 2.4159)
H (-2.9792, 1.2285, -1.0982)
H (1.1490, 1.9522, -1.1642)
H (-2.5190, -3.1149, 0.4568)
H (4.1596, -2.5343, 2.6169)

These are the Löwdin partial charges, in e, on atoms 1 to 2: 0.412 1.187

Record 3
# C11H27Cl2O2P2Y

A structure of composition C11H27Cl2O2P2Y (ωB97M-V/def2-TZVPD, the OMol25 dataset).

total charge	+2
E	-2226.66058	Eh
orbital gap (alpha / beta)	7.580 / 4.843	eV
HOMO (alpha / beta)	-15.4 / -15.4	eV

Positions of all 45 atoms, in Å:
Y (0.1015, 0.0331, -0.4823)
Cl (2.3187, 0.3979, 1.0510)
Cl (1.7253, -0.1341, -2.4504)
P (0.0721, 2.5935, -0.6976)
P (0.3023, -2.5481, -0.4441)
O (-2.6892, -0.5968, -1.3857)
O (-0.2743, -0.0597, 1.6329)
C (-0.8662, -3.1930, 0.7228)
C (-0.0645, -0.0454, 2.8380)
C (-1.0682, 3.1726, 0.5378)
C (-0.9113, 0.9690, 3.5303)
C (1.9745, -2.8403, 0.1116)
C (0.8104, -1.0192, 3.5557)
C (-1.3774, -0.0067, -3.4232)
C (0.0497, -3.2325, -2.0597)
C (-1.7768, -0.2636, -2.0449)
C (1.7279, 3.0908, -0.2451)
C (-0.3676, 3.1939, -2.2991)
H (-0.9004, -0.9147, -3.7950)
H (2.4913, 2.4378, -0.6792)
H (0.7246, -2.7617, -2.7768)
H (-1.0228, 4.2574, 0.4312)
H (0.2839, -4.2873, -1.9132)
H (-0.6678, -2.8184, 1.7304)
H (1.8090, 4.1078, -0.6278)
H (0.3316, 2.8250, -3.0475)
H (-2.3431, 0.1766, -3.8616)
H (-0.7131, -4.2701, 0.6638)
H (-0.6892, 0.8275, -3.5583)
H (0.5297, -2.0270, 3.2734)
H (0.6228, -0.8768, 4.5986)
H (2.0734, -2.5837, 1.1708)
H (-1.8836, -2.9227, 0.4304)
H (-0.7578, 2.8576, 1.5398)
H (1.8783, -0.8852, 3.3701)
H (-0.5340, 1.9751, 3.3742)
H (-0.9857, -3.0847, -2.3685)
H (-1.9139, 0.8679, 3.1025)
H (-0.8978, 0.7215, 4.5524)
H (2.1187, -3.9058, -0.0681)
H (1.8246, 3.0487, 0.8454)
H (-2.0809, 2.8089, 0.3422)
H (-1.3806, 2.8804, -2.5472)
H (-0.2965, 4.2731, -2.1737)
H (2.6923, -2.2387, -0.4566)

These are the Löwdin partial charges, in e, on atoms 1 to 2: 0.699 0.097

Record 4
# C11H27FN8O19

A cluster of 9 separate species, C11H27FN8O19 in total (ωB97M-V/def2-TZVPD, the OMol25 dataset).

E	-2401.95551	Eh
energy above the lowest of the compared OMol25 structures with the same formula, charge and spin	64.9	kcal/mol
orbital gap	9.498	eV
HOMO	-10.2	eV
SMILES string	O=C1OC[C@@H](F)O1.C[N+](=O)[O-].C[N+](=O)[O-].C[N+](=O)[O-].C[N+](=O)[O-].C[N+](=O)[O-].C[N+](=O)[O-].C[N+](=O)[O-].C[N+](=O)[O-]

Positions of all 66 atoms, in Å:
F (4.1371, -1.5075, 28.8706)
O (-6.5200, -2.5703, 28.5810)
O (-4.5859, -3.4461, 28.2108)
O (-0.1094, 3.6599, 31.0174)
O (-3.8784, -5.8036, 36.8865)
O (0.9239, -1.9550, 31.7183)
O (0.2751, -5.0574, 32.8286)
O (0.6667, 1.7691, 35.6829)
O (-1.1569, -4.8544, 28.2056)
O (-3.8440, -6.6967, 32.8725)
O (-2.2801, -1.7115, 32.8439)
O (1.6364, 1.3964, 33.8226)
O (-1.7910, -4.9037, 26.1236)
O (0.9165, -1.2496, 29.5826)
O (-1.9333, -4.8076, 36.5060)
O (-1.0523, 2.0522, 31.9781)
O (-3.1549, -1.2370, 30.9484)
O (-3.7259, -8.3038, 31.3433)
O (2.7003, -2.3791, 30.3402)
O (0.1348, -6.0811, 30.9311)
N (-4.0106, -7.1701, 31.7739)
N (-5.3776, -2.5022, 28.1833)
N (-1.2644, -4.3600, 27.0404)
N (-0.7741, 2.6336, 31.0098)
N (0.7351, -5.6801, 31.9151)
N (-2.6165, -1.9962, 31.7419)
N (-3.1350, -4.8325, 36.4108)
N (0.8456, 1.0399, 34.7332)
C (2.1824, -5.9580, 31.8758)
C (-1.1503, -2.9007, 26.9943)
C (1.4257, -1.9916, 30.6005)
C (-3.7646, -3.7118, 35.5593)
C (-1.4868, 2.1936, 29.7387)
C (-4.9963, -6.4704, 30.8416)
C (-4.8418, -1.1357, 27.6903)
C (1.8608, -1.1863, 28.5469)
C (2.9705, -2.1276, 28.9434)
C (-0.0606, -0.0445, 34.4366)
C (-2.3364, -3.3914, 31.2522)
H (-3.3175, -3.9947, 34.6063)
H (-2.2001, 1.4274, 30.0425)
H (2.4853, -6.1124, 32.9115)
H (-4.8372, -3.7318, 35.3663)
H (-5.4495, -5.6562, 31.4071)
H (-5.7320, -7.2358, 30.5947)
H (-1.0439, -2.4261, 27.9698)
H (3.1258, -3.0400, 28.3676)
H (-2.0985, -2.4918, 26.6453)
H (-4.2392, -0.7576, 28.5161)
H (-4.5150, -6.1879, 29.9053)
H (2.0386, -0.1486, 28.2647)
H (-3.2078, -3.7041, 30.6768)
H (-0.7938, 1.9234, 28.9419)
H (2.6843, -5.0367, 31.5802)
H (-4.0835, -1.2778, 26.9204)
H (-2.2547, -4.0545, 32.1135)
H (-1.3756, -3.2151, 30.7686)
H (-1.0902, 0.1016, 34.7631)
H (2.3323, -6.7216, 31.1125)
H (-0.2456, -0.0453, 33.3624)
H (-3.3515, -2.7696, 35.9194)
H (-5.6199, -0.4780, 27.3029)
H (-2.1009, 3.0597, 29.4921)
H (1.3802, -1.5648, 27.6447)
H (0.2715, -1.0496, 34.6965)
H (-0.3504, -2.5373, 26.3491)

These are the Löwdin partial charges, in e, on atoms 1 to 2: 0.099 0.078

Record 5
# C11H27NO2S

A cluster of 3 separate species, C11H27NO2S in total (ωB97M-V/def2-TZVPD, the OMol25 dataset).

E	-1038.30344	Eh
energy above the lowest of the compared OMol25 structures with the same formula, charge and spin	60.2	kcal/mol
orbital gap	5.575	eV
HOMO	-5.6	eV

Positions of all 42 atoms, in Å:
S (0.7185, -2.1408, 0.9376)
O (-0.1505, -2.6648, -0.2714)
O (0.5915, -1.0198, 3.8336)
N (0.1425, 1.2182, -1.0124)
C (-1.3265, 0.5642, 0.7756)
C (0.7955, 2.4792, -1.5774)
C (2.3515, -1.9958, 0.1276)
C (-0.7535, 1.6682, 0.0916)
C (-3.0695, -0.2558, 2.3136)
C (1.2205, 0.1962, -0.4934)
C (1.0455, -3.6408, 1.8296)
C (0.9055, 2.3772, -3.0564)
C (0.1645, 1.0592, -3.3214)
C (-2.4755, 0.9572, 1.5136)
C (-0.7215, 0.8292, -2.2284)
H (-2.4255, 1.7562, 2.2656)
H (0.4025, 3.0062, -3.6974)
H (0.2075, -4.1568, 2.5436)
H (-1.2635, -0.1538, -1.9494)
H (-1.6715, 1.2422, -2.2904)
H (1.9475, 0.1922, -1.2814)
H (1.0715, 0.3192, -3.4064)
H (-2.4655, -0.5118, 3.1446)
H (1.8995, -3.3258, 2.6946)
H (-0.2535, 2.2352, 0.8626)
H (-3.4365, 1.0632, 0.8706)
H (1.2685, -1.4098, 4.1716)
H (-1.5035, -0.4998, 0.1896)
H (1.6705, 2.7002, -0.9904)
H (0.2125, 3.3582, -1.3664)
H (1.8385, 2.5362, -3.4244)
H (-3.8095, 0.2632, 2.9166)
H (2.5155, -2.6868, -0.7124)
H (1.5375, -4.2708, 1.0256)
H (-0.2915, 0.8972, -4.3304)
H (-3.3915, -1.0538, 1.7486)
H (2.4665, -1.1718, -0.4484)
H (0.9665, -0.8128, -0.5084)
H (1.7405, 0.3422, 0.4366)
H (-1.4955, 2.1982, -0.2694)
H (-0.3665, 0.2022, 1.5366)
H (3.1905, -1.8888, 0.8076)

These are the Löwdin partial charges, in e, on atoms 1 to 2: 0.839 -0.582

Record 6
# C11H27O14S4V

A structure of composition C11H27O14S4V (ωB97M-V/def2-TZVPD, the OMol25 dataset).

E	-4025.31081	Eh
multiplicity	3
orbital gap (alpha / beta)	8.441 / 4.388	eV
expectation value of S²	2.051
HOMO (alpha / beta)	-8.3 / -8.3	eV

Positions of all 57 atoms, in Å:
V (1.0738, 0.9857, -0.0713)
S (2.5871, -2.0272, 1.3693)
S (-0.6074, -2.3016, -4.4580)
S (-2.6770, -2.4717, -0.0076)
S (-1.1398, 3.9859, 0.0548)
O (-0.3359, 0.6208, 3.7441)
O (-2.4017, 0.6659, 2.8990)
O (-0.5703, 0.6760, 1.6343)
O (-0.1769, 2.7656, 0.0087)
O (-0.0254, 0.3345, -1.0543)
O (2.2281, 2.7078, 3.2533)
O (2.5909, 1.8442, 1.3064)
O (4.1232, 3.1249, 2.1685)
O (1.8146, 2.3695, -1.8134)
O (3.4854, 1.8684, -3.2723)
O (2.7928, 0.6292, -1.5825)
O (-2.1477, -2.4738, -4.4214)
O (1.9010, -0.8972, 0.5586)
O (-1.2606, -2.0193, 0.2296)
C (-3.3221, -1.7827, -1.6171)
C (-0.0741, -2.9876, -2.8004)
C (-1.0636, 0.6795, 2.7471)
C (3.9421, -1.1471, 2.3415)
C (-0.6027, 4.9618, 1.5322)
C (2.9755, 2.5289, 2.2835)
C (-0.1183, -3.7859, -5.5264)
C (-3.6623, -1.5407, 1.1577)
C (-2.7466, 3.3337, 0.7168)
C (2.6823, 1.6394, -2.2402)
C (1.5114, -2.6058, 2.7096)
H (-0.5608, -4.7195, -5.1791)
H (-4.3569, -2.1249, -1.6013)
H (-3.3202, 4.1992, 1.0483)
H (-3.4888, -0.5141, 0.8352)
H (-3.2897, -1.7509, 2.1603)
H (-0.1622, 4.2640, 2.2443)
H (-0.4715, -3.5598, -6.5325)
H (1.0135, -3.0575, -2.7796)
H (3.2371, 2.7420, -3.5833)
H (1.2604, -1.7811, 3.3767)
H (0.9688, -3.8651, -5.5178)
H (-3.3599, 2.7150, 0.0616)
H (-0.5593, -3.8834, -2.4129)
H (2.0230, -3.3105, 3.3652)
H (4.6272, -0.6579, 1.6491)
H (-3.2567, -0.7060, -1.7738)
H (0.2618, 5.5754, 1.2784)
H (-2.6928, 0.6661, 1.9842)
H (-1.3341, 5.6625, 1.9348)
H (-0.3869, -2.1584, -2.1658)
H (-4.7417, -1.6901, 1.1329)
H (4.3973, 2.9082, 1.2744)
H (4.5150, -1.8173, 2.9824)
H (-2.8176, -2.2900, -2.4394)
H (-2.5451, 2.8669, 1.6810)
H (3.5751, -0.3402, 2.9758)
H (0.6896, -3.0537, 2.1509)

These are the Löwdin partial charges, in e, on atoms 1 to 2: 1.064 0.969